[1]
86
Properties=species:S:1:pos:R:3 method="wB97M-V/def2-TZVPD" charge=0 max_force_ev_per_a=1.0
C -0.20965 -3.26642 1.98754
H 0.07021 -3.66406 1.01525
H -0.25906 -4.08777 2.69877
H -1.19690 -2.82011 1.89809
C 0.79803 -2.21435 2.45478
C 0.86126 -1.05720 1.49691
C -0.00948 -0.03647 1.63496
N 0.02402 1.05622 0.77964
C -1.05425 1.76408 0.33690
O -2.17635 1.74947 0.74238
O -0.63648 2.57755 -0.68773
C 0.67026 2.33959 -0.96305
N 1.34401 2.86987 -1.87846
C 0.69176 3.73917 -2.82057
C -0.09415 2.91774 -3.83371
O 0.02484 1.73341 -4.00466
O -0.92568 3.69289 -4.52481
C -1.72064 3.03995 -5.50863
H -1.08305 2.53782 -6.23893
H -2.31151 3.81766 -5.98480
H -2.36881 2.29945 -5.03656
H 1.46757 4.29401 -3.35539
H -0.00013 4.44429 -2.34829
C 1.22783 1.36814 0.04650
C 1.87557 0.11280 -0.55268
C 1.74835 -1.09264 0.35214
C 2.39658 -2.18481 -0.07852
C 3.10808 -2.12551 -1.39051
H 3.42535 -3.11686 -1.71404
H 3.99527 -1.48866 -1.32286
C 2.15014 -1.53487 -2.45203
C 1.09452 -2.58158 -2.75870
O 1.27745 -3.66802 -3.23825
N -0.13326 -2.07881 -2.36916
C -0.07290 -0.78757 -1.88107
O -1.01871 -0.17066 -1.46625
C 1.36779 -0.32331 -1.94397
H 1.41816 0.52044 -2.63765
C -1.34249 -2.81782 -2.44782
C -2.48077 -2.22162 -2.97228
C -3.65883 -2.94376 -3.03471
C -3.69980 -4.25385 -2.58798
C -2.55887 -4.84427 -2.07132
C -1.37779 -4.12878 -1.99320
H -0.48569 -4.58426 -1.59347
H -2.58731 -5.86571 -1.72264
H -4.62068 -4.81503 -2.64335
H -4.54691 -2.48148 -3.43885
H -2.43949 -1.20174 -3.31976
H 2.71173 -1.32183 -3.36401
H 2.36757 -3.12300 0.44723
H 2.93479 0.34703 -0.68882
C 2.23984 2.14329 0.94032
C 2.97788 1.27121 1.91652
C 4.19355 0.68829 1.58107
C 4.84444 -0.14772 2.47109
C 4.29381 -0.40118 3.71467
C 3.10195 0.20601 4.07234
C 2.45092 1.03954 3.18157
H 1.52761 1.52150 3.46513
H 2.67974 0.03191 5.05126
H 4.79965 -1.05673 4.40818
H 5.78640 -0.59807 2.19384
H 4.64887 0.90166 0.62388
H 1.67925 2.90445 1.48746
H 2.93760 2.63783 0.26188
O -0.99664 -0.06276 2.57277
C -1.33206 1.11491 3.20990
O -0.60593 2.08177 3.21894
N -2.49158 1.00630 3.86873
C -3.34636 -0.16027 3.76774
C -4.28419 -0.07382 2.56680
H -4.98701 0.74710 2.68529
H -3.70967 0.10174 1.66174
H -4.84298 -1.00015 2.46287
H -2.71516 -1.04647 3.68354
H -3.91912 -0.23118 4.69630
C -2.98890 2.16889 4.57917
C -2.67617 2.09138 6.07077
H -3.12386 1.20579 6.51650
H -3.06692 2.96989 6.57673
H -1.60068 2.05135 6.22163
H -2.50937 3.04927 4.14708
H -4.06663 2.23803 4.41684
H 1.78957 -2.65639 2.55771
H 0.49138 -1.83933 3.43258

***

[2]
75
Properties=species:S:1:pos:R:3 method="wB97M-V/def2-TZVPD" charge=+1 max_force_ev_per_a=1.8
C 1.35450 -4.13850 1.73918
C 0.34087 -4.57799 0.96099
C 0.08043 -3.80272 -0.29031
C -0.05291 -2.39731 -0.18393
C -0.25482 -1.67752 -1.33787
B -0.36210 -0.08247 -1.27295
O 0.76877 0.63350 -1.61290
O -1.48491 0.57639 -0.87216
C -0.32406 -2.39284 -2.54738
C -0.49296 -1.73257 -3.87599
C 0.90518 -1.82561 -4.62566
C 1.60153 -0.44814 -4.80022
C 2.93240 -0.33391 -4.01786
N 4.07867 -0.19305 -4.94812
N -0.19027 -3.70195 -2.48523
N 0.00485 -4.45138 -1.42511
H 2.26685 -3.85237 1.20931
H 1.27455 -4.01695 2.81625
H -0.23508 -5.47470 1.18242
H 0.02807 -1.90814 0.77844
H 1.52038 0.11128 -1.29425
H -1.18869 1.14845 -0.14460
H -0.73163 -0.67259 -3.79836
H -1.24915 -2.23731 -4.48466
H 0.76120 -2.32453 -5.58595
H 1.58543 -2.43674 -4.02095
H 1.76716 -0.27610 -5.86733
H 0.97292 0.38299 -4.46013
H 2.87965 0.55044 -3.36635
H 3.13628 -1.21777 -3.40182
H 4.90275 -0.31782 -4.36199
H 4.12113 0.78547 -5.22303
H -0.22454 -4.19774 -3.37485
C 4.05339 -7.10872 -5.61853
C 3.89620 -7.04192 -4.23965
C 4.34825 -5.93266 -3.54288
C 4.95053 -4.89940 -4.24079
C 5.12037 -4.95474 -5.61308
C 4.66808 -6.06848 -6.30311
N 5.41036 -3.71071 -3.51046
O 5.26182 -3.69425 -2.30153
O 5.90356 -2.81069 -4.15615
H 3.69543 -7.97431 -6.16099
H 3.41944 -7.85471 -3.70836
H 4.22644 -5.88327 -2.47033
H 5.59602 -4.14522 -6.14807
H 4.79232 -6.12434 -7.37592
C -3.09311 1.25590 2.21847
C -3.74992 2.25300 2.92524
C -3.15446 2.81448 4.04404
C -1.90463 2.37189 4.43707
C -1.23971 1.37414 3.74801
C -1.84147 0.81389 2.63231
N -1.26018 2.98482 5.60881
O -1.87474 3.84508 6.20291
O -0.14897 2.59484 5.90639
H -3.55705 0.82106 1.34128
H -4.72396 2.59673 2.60507
H -3.66995 3.58961 4.58944
H -0.26531 1.03259 4.06709
H -1.33299 0.03180 2.08023
C -3.84672 8.81048 7.54316
C -5.21225 8.55720 7.53399
C -5.74751 7.67319 6.61188
C -4.90265 7.04956 5.71016
C -3.54097 7.29698 5.70255
C -3.01317 8.18414 6.62607
N -5.46320 6.09394 4.74802
O -6.66014 5.90714 4.76476
O -4.69098 5.53562 3.98629
H -3.43060 9.49764 8.26858
H -5.85941 9.04728 8.24851
H -6.80998 7.47749 6.60657
H -2.89003 6.80824 4.99246
H -1.95059 8.38489 6.63384

***

[3]
99
Properties=species:S:1:pos:R:3 method="wB97M-V/def2-TZVPD" smiles="COC(=O)OC.c1ccncc1.c1ccncc1.c1ccncc1.c1ccncc1.c1ccncc1.COCCOC.COCCOC" charge=0 max_force_ev_per_a=4.3
C 2.53019 4.10241 -1.33243
O 1.79424 4.74314 -0.31394
C 1.53886 6.05637 -0.24624
O 1.90285 6.90837 -1.04997
O 0.83861 6.25203 0.79645
C 0.49012 7.60909 1.19012
H 3.45467 4.65658 -1.49470
H 1.89814 3.93073 -2.20372
H 2.74814 3.11304 -0.93027
H -0.17858 7.57501 2.05022
H 0.03004 8.10075 0.33298
H 1.41850 8.11038 1.46387
C 2.32217 -1.70194 0.79223
O 2.55019 -2.94634 0.27021
C 2.16624 -3.06885 -1.12825
C 2.84280 -4.16675 -1.90380
O 2.48955 -5.48547 -1.57354
C 3.38485 -6.52296 -2.13898
H 2.89208 -0.90319 0.31757
H 2.61988 -1.62224 1.83776
H 1.24814 -1.53461 0.87316
H 2.40446 -2.13212 -1.63210
H 1.08587 -3.21293 -1.11579
H 3.92604 -4.04585 -1.89530
H 2.72318 -4.01642 -2.97673
H 4.43575 -6.29202 -1.96473
H 3.09373 -6.58226 -3.18771
H 3.04907 -7.50269 -1.79917
C -5.03766 1.38885 0.40969
O -3.84299 1.99838 -0.12376
C -3.48348 3.17843 0.56716
C -2.23465 3.86722 -0.05888
O -2.52287 4.06790 -1.45057
C -1.40319 4.33300 -2.23869
H -4.90263 1.17624 1.47020
H -5.03081 0.36009 0.04951
H -6.00946 1.84177 0.21326
H -3.20594 3.07313 1.61597
H -4.27273 3.93004 0.55107
H -1.41256 3.15843 0.04046
H -2.01940 4.86327 0.32798
H -0.72678 3.49951 -2.42808
H -0.89914 5.17273 -1.76025
H -1.72022 4.60242 -3.24616
N 2.69897 -0.53289 -4.52424
C 2.03490 -1.55586 -5.08985
C 2.10213 -1.85878 -6.46324
C 2.99676 -1.13479 -7.24816
C 3.72173 -0.10127 -6.64748
C 3.47898 0.17194 -5.29840
H 1.34083 -2.11734 -4.48206
H 1.56442 -2.71903 -6.83372
H 3.08155 -1.35541 -8.30199
H 4.40903 0.39191 -7.31889
H 3.85686 1.06255 -4.81837
N -1.12205 -6.20824 -0.61278
C -2.42679 -6.15022 -0.87628
C -3.22251 -5.06680 -0.46817
C -2.59444 -4.05368 0.28188
C -1.21049 -4.14458 0.54219
C -0.51122 -5.22504 0.03503
H -2.76999 -6.99007 -1.46218
H -4.26890 -4.95271 -0.70995
H -3.23976 -3.22367 0.52895
H -0.65527 -3.41304 1.11048
H 0.56171 -5.26919 0.15026
N 0.18679 2.13324 3.78492
C -0.91614 1.99612 4.54878
C -1.87769 2.96477 4.73500
C -1.56381 4.21160 4.16065
C -0.37192 4.44557 3.46022
C 0.46377 3.38448 3.28332
H -1.01168 0.96883 4.86806
H -2.74784 2.64274 5.28774
H -2.19706 5.06399 4.35769
H -0.09719 5.43266 3.11879
H 1.36804 3.62481 2.74394
N 0.95875 0.73387 -1.17630
C 0.53889 1.24711 0.03632
C -0.63123 0.73703 0.68983
C -1.36544 -0.34239 0.04512
C -0.76779 -0.88242 -1.07054
C 0.33275 -0.32347 -1.68154
H 1.11750 2.08305 0.40076
H -0.86564 1.08063 1.68652
H -2.27671 -0.76029 0.44683
H -1.23742 -1.72520 -1.55590
H 0.69486 -0.81825 -2.57063
N 0.02040 -2.82030 3.63649
C -0.45601 -1.75413 4.37984
C -1.29524 -1.91523 5.45683
C -1.64720 -3.21381 5.85666
C -1.11963 -4.32444 5.17020
C -0.28596 -4.05166 4.05819
H -0.33385 -0.79965 3.88950
H -1.69581 -1.02980 5.92794
H -2.38087 -3.34007 6.63908
H -1.46171 -5.30065 5.48071
H 0.12033 -4.83522 3.43581

***

Number 1: frontier orbital gap 8.37 eV, E -60292.274 eV. Number 2: frontier orbital gap 6.66 eV, E -55537.506 eV. Number 3: frontier orbital gap 9.62 eV, E -59936.510 eV.